Density functional theory data (the ωB97M-V functional and the def2-TZVPD basis) for C22H33MnN4O6P as an isolated structure in a non-equilibrium geometry.

```
67
Properties=species:S:1:pos:R:3:forces:R:3
Mn -1.055204 0.137498 0.091635 -1.241 0.814 1.001
P 0.902310 -1.038841 0.132335 0.920 -1.025 -0.466
O -0.334240 1.985379 -1.999597 1.119 0.985 1.511
O -2.180635 -2.518793 -0.246453 -0.437 -0.379 1.269
O -1.944282 -1.442899 2.261220 0.696 0.186 -0.510
O -2.816974 0.670998 0.351164 -0.285 -0.609 -0.605
O -4.062563 2.474953 1.399507 -2.713 -4.673 3.543
O 0.418500 2.589521 0.311340 0.111 -0.358 -0.586
N -1.669821 -1.400497 -0.852716 0.335 -0.444 -0.526
N -0.804930 0.779367 -1.665690 -0.726 -1.280 -2.057
N -0.234971 1.657159 0.928142 -0.251 0.776 2.576
N -1.176287 -0.433328 1.947939 -0.667 1.345 3.541
C -0.332277 1.718827 2.291955 1.012 -0.542 -2.026
C -2.254201 -2.415364 -3.047780 -0.023 0.244 0.112
C -1.338193 0.456428 4.330270 -0.089 0.014 -0.204
C 2.046013 -0.462037 -2.355502 0.235 -0.103 -0.260
C 0.633616 -2.650301 0.921018 0.042 -0.125 -0.067
C 1.213413 -2.718847 -2.083924 0.252 0.123 -0.260
C -3.359580 3.997243 0.294121 2.923 3.164 -0.505
C 2.247120 -0.358890 2.450087 0.057 0.316 0.134
C 4.486995 0.707186 1.171627 -0.101 -0.221 0.181
C 3.503001 0.049909 0.428157 -0.081 0.359 0.266
C 3.226065 0.305288 3.201742 0.021 -0.337 -0.499
C 2.243543 -2.046755 -4.170756 -0.107 -0.070 0.179
C 1.580093 -3.010876 -3.399659 0.213 0.311 0.029
C -1.193260 -0.065100 -2.659269 -0.082 -0.891 0.623
C 2.326914 -0.395279 1.046627 0.626 -0.087 0.371
C 0.509324 2.692711 3.042062 -0.168 0.425 0.281
C 2.474996 -0.769294 -3.645002 -0.098 -0.351 0.003
C 1.473420 -1.451740 -1.555207 -0.268 0.079 0.210
C -0.937068 0.238722 -4.105167 0.135 -0.142 -0.504
C -1.735510 -1.317128 -2.194513 0.986 1.844 -0.021
C -0.954852 0.578408 2.878917 -0.224 -1.903 -1.785
C 4.341486 0.854393 2.552857 -0.399 -0.093 0.031
H -3.990184 3.458701 -0.342446 -0.639 -0.010 -0.899
H 2.992322 -0.016452 -4.236752 -0.194 -0.134 0.082
H -4.673131 2.448212 2.228778 1.519 -0.579 -2.063
H -1.384331 -0.612435 4.614850 -0.064 0.636 -0.119
H 0.056782 2.314456 -0.981370 -0.247 0.408 -1.374
H 2.574701 -2.296517 -5.183792 -0.149 0.137 0.384
H 3.108742 0.377364 4.285244 0.145 -0.060 -0.338
H -2.147254 -2.281812 0.748686 -0.246 -0.150 -0.766
H 0.099523 2.852893 4.041818 0.132 -0.004 -0.082
H 1.523886 -3.245074 0.699676 -0.107 -0.058 0.178
H -3.725702 1.532318 1.013910 -0.497 2.146 1.318
H -0.266185 -3.130273 0.520074 0.336 0.075 0.140
H -3.404884 -0.096178 0.409663 0.269 -0.179 -0.141
H 0.612159 3.662680 2.553603 -0.264 -0.182 -0.146
H 1.416306 -0.857923 2.961399 0.260 0.464 -0.174
H -2.339067 4.294001 0.008271 -0.387 -0.363 -0.492
H -0.623170 1.005941 4.975290 -0.318 -0.427 -0.400
H 1.365814 -3.997484 -3.809049 0.091 0.235 0.063
H 1.531911 2.295187 3.134293 -0.281 -0.006 -0.008
H 0.731120 -3.479552 -1.477418 0.028 0.107 -0.144
H 3.655848 -0.118208 -0.632247 -0.023 0.204 0.204
H 2.186338 0.545999 -1.972443 -0.137 -0.122 -0.109
H 5.094307 1.377507 3.138100 -0.106 -0.074 -0.164
H -1.423693 -3.080014 -3.364102 -0.539 0.201 0.060
H -2.983814 -2.969632 -2.434799 0.225 0.015 -0.599
H -2.720998 -1.935259 -3.923193 0.082 -0.587 0.203
H 5.371144 1.100569 0.667424 -0.236 -0.175 0.165
H 0.516556 -2.517987 1.999977 -0.009 -0.082 -0.263
H -3.480241 4.102001 1.348839 -0.354 1.470 -0.313
H -1.856741 0.272024 -4.699136 -0.037 0.080 0.202
H -0.305953 -0.527700 -4.598248 -0.246 0.185 0.468
H -2.330637 0.930759 4.487828 0.433 -0.424 -0.076
H -0.423437 1.193867 -4.234217 -0.164 -0.098 0.223
```
Positions in Å, forces in eV/Å.

Computed properties:
Multiplicity: 6
Orbital gap (alpha / beta) in eV: 5.1 / 6.5
LUMO (alpha / beta) in eV: -0.7 / -1.3
HOMO level (alpha / beta) in eV: -5.841 / -7.728

The Mulliken scheme yields these atomic charges, measured in e: -1.631, 2.431, -0.722, -0.746, -0.899, -0.631, -0.546, -0.773, 1.073, 0.810, 1.190, 1.432, 0.278, -1.489, -1.662, -0.897, -1.905, -0.763, -1.136, -0.324, -0.805, -0.465, -0.888, -0.621, -0.559, 0.771, 0.611, -1.691, -1.046, 0.994, -1.938, 0.252, 0.152, -0.440, 0.401, 0.396, 0.180, 0.360, 0.468, 0.379, 0.401, 0.464, 0.545, 0.547, 0.419, 0.505, 0.274, 0.390, 0.135, 0.345, 0.430, 0.459, 0.119, 0.318, 0.593, 0.513, 0.394, 0.150, 0.428, 0.380, 0.412, 0.434, 0.305, 0.468, 0.286, 0.295, 0.389

***

Density functional theory data (the ωB97M-V functional and the def2-TZVPD basis) for C22H33N3O6S as an isolated structure in a non-equilibrium geometry.

```
65
Properties=species:S:1:pos:R:3:forces:R:3
S -0.416336 1.871629 -2.052034 3.145 -4.156 0.800
O -2.800900 -2.118395 0.237338 1.620 0.980 -0.715
O -0.868128 -1.769352 4.244022 1.761 -3.874 3.328
O -3.317629 0.466959 2.767226 0.263 -1.749 4.185
O -0.837041 0.900731 -3.051670 1.110 -0.562 1.974
O 2.269703 -1.536336 0.477942 -6.009 0.027 1.167
O -0.627413 3.135117 -2.465338 -2.396 8.160 -2.308
N -0.762378 -0.440725 2.315435 6.458 -8.584 7.985
N 0.031465 -2.349302 0.367076 -4.037 2.141 3.897
N 1.254766 1.940171 -1.662775 -1.141 -5.049 -1.505
C 3.029028 2.775807 -0.052622 -5.292 -11.465 -6.455
C 4.351570 -0.027328 -2.746899 -4.290 2.734 -8.168
C 0.878428 -0.974747 2.202927 -5.527 2.551 2.644
C -3.149995 1.649528 0.831665 1.894 -2.990 -2.628
C -0.455151 0.858824 0.510701 2.029 1.735 -3.192
C 3.379465 0.606418 -1.958134 -3.238 0.546 6.443
C -1.047606 1.747611 -0.444728 -2.884 -2.881 -0.245
C 1.822066 3.068197 -1.106983 -0.856 1.923 4.568
C -2.621226 -2.690343 -1.112795 0.325 -0.579 1.373
C 2.073644 1.199362 -2.554444 2.886 -2.236 -3.291
C -4.045252 -2.424000 0.890140 0.823 3.560 -1.486
C -2.558590 0.649826 1.773691 0.499 8.859 -7.035
C -1.141141 0.572303 1.657601 -3.556 1.187 -2.800
C 3.681809 3.812107 0.450096 3.370 8.470 5.747
C -2.488519 1.929645 -0.478101 2.584 -1.513 7.416
C 0.939444 -1.584480 0.912289 9.582 -1.861 -3.338
C -3.778822 -3.555899 1.768559 5.265 -1.228 -6.795
C 4.008649 1.736559 -1.257519 -2.318 4.873 1.790
C -1.243479 -0.859091 3.672618 -3.953 6.550 -6.928
C -1.345855 -2.330648 -1.889255 1.644 6.450 13.305
C -2.556240 0.056607 3.913906 -5.040 -13.657 -7.961
C -0.008107 -2.937571 -0.971424 -2.042 9.075 -1.461
H 0.618277 0.353323 0.161593 -2.919 1.882 1.358
H 3.110562 -0.175856 -1.083895 0.031 1.564 -1.765
H -4.843297 -2.568945 0.040644 1.040 0.131 1.977
H -2.395266 0.577823 4.587185 2.730 10.543 10.407
H 2.804603 4.410341 1.189557 2.670 -1.084 -1.878
H -4.224937 1.745845 0.896684 -0.119 0.393 0.111
H -0.908171 -2.129420 1.086262 2.397 -1.317 -3.451
H 1.310278 -0.018012 2.483191 0.988 -0.275 -1.097
H 1.651863 0.213734 -2.998817 -0.379 2.272 0.367
H 0.820847 -1.553507 3.124004 0.776 -0.836 -0.672
H 4.748189 1.596701 -0.569003 2.678 -0.970 1.063
H -3.483018 -2.224084 -1.538166 -0.799 -0.865 -1.399
H 2.557239 1.899944 -3.408543 -1.512 -1.276 1.179
H 4.168662 2.616778 -1.905967 0.752 -0.617 -0.239
H 2.552942 1.820404 0.570608 1.422 2.888 -0.689
H -4.224371 -1.447162 1.531289 -0.287 -1.854 -1.459
H -4.577208 -3.636044 2.204564 -8.494 -2.051 5.423
H 5.146851 -0.305041 -2.351048 7.243 -1.773 4.330
H 0.888457 -2.609616 -1.449422 0.677 -0.110 -0.394
H 3.986208 -0.949540 -3.118521 -0.689 -0.891 -1.238
H -2.560366 -3.788467 -0.868987 -0.857 0.647 -1.129
H 2.173860 3.698784 -1.879588 0.405 1.325 -0.752
H -3.590655 -4.395560 1.056147 -0.302 0.045 0.917
H -1.182073 -2.591175 -2.755284 0.773 -2.813 -8.979
H -3.391001 -0.640572 4.418004 2.124 0.868 -0.764
H 4.650948 3.737614 1.138673 -2.208 -0.752 -1.077
H -2.982263 2.481979 -1.154459 -1.475 1.780 -2.600
H -0.065856 -3.862160 -0.823538 -0.503 -7.935 0.553
H -1.158319 -0.974412 -1.785419 -0.712 -4.390 -0.616
H 4.123643 4.600755 -0.253388 -1.235 -1.035 0.329
H 4.647388 0.729941 -3.624424 -0.460 -1.829 1.312
H 0.942771 3.516179 -0.497894 1.546 0.148 -1.014
H -2.967020 -3.509753 2.389445 2.019 0.747 1.571
```
Positions in Å, forces in eV/Å.

Computed properties:
Multiplicity: 1
Orbital gap in eV: 8.4
LUMO in eV: 0.1
HOMO level in eV: -8.256

The Mulliken scheme yields these atomic charges, measured in e: 1.451, -0.093, -0.493, -0.402, -0.668, -0.774, -0.755, -0.506, 0.122, 0.578, 1.108, -2.265, -0.481, -1.206, 0.937, 2.674, -0.224, -1.014, -0.682, -1.214, 0.030, 0.575, 0.749, -1.253, -1.283, 0.368, -1.866, -2.082, 0.664, -0.794, -1.460, -1.474, -0.363, -0.520, 0.381, 1.007, 0.233, 0.369, 0.212, 0.305, 0.162, 0.544, 0.608, 0.441, 0.207, 0.420, -0.301, 0.082, 0.806, 0.647, 0.478, 0.468, 0.206, 0.491, 0.305, 1.053, 0.304, 0.318, 0.777, 0.738, 0.017, 0.275, 0.320, 0.359, 0.384

***

Relative energy (zero: lowest compared OMol25 entry of this formula, charge and spin) (computed, kcal/mol): 36.0, 475.4